# 1
8
Properties=species:S:1:pos:R:3:mulliken_charge:R:1 method="wB97M-V/def2-TZVPD" smiles="O=CC#CC=O" charge=0 relative_energy_ev=0.332 spin_multiplicity=1 e_homo_ev=-11.0 total_energy_ev=-8272.19625 gap_ha=0.374
O -2.6861 0.1379 0.8810 -0.395
C -2.0233 -0.3468 -0.0042 -0.338
C -0.5758 -0.1874 -0.0676 0.485
C 0.6171 0.0017 -0.1191 0.467
C 2.0327 0.3469 -0.1605 -0.359
O 2.9263 -0.4586 -0.0699 -0.404
H -2.4731 -0.9295 -0.8268 0.271
H 2.2205 1.4293 -0.2765 0.273

# 2
78
Properties=species:S:1:pos:R:3:mulliken_charge:R:1 method="wB97M-V/def2-TZVPD" smiles="CP(C)[C@H]1OS(=O)(=O)O[C@@]1(S)CCC(F)=C(F)F.O=C1CCCO1.O=C1CCCO1.O=C1CCCO1.O=C1CCCO1" charge=0 relative_energy_ev=0.000 spin_multiplicity=1 e_homo_ev=-9.5 total_energy_ev=-89152.51424 gap_ha=0.359
C 4.5692 -0.0653 -0.7311 -1.037
P 3.4331 0.9682 -1.7129 0.187
C 3.0240 2.3712 -0.6117 -0.899
C 1.9961 -0.1465 -1.8646 -0.125
O 1.4295 -0.8043 -0.6693 -0.376
S 0.3572 -1.8494 -1.1954 1.009
O -0.7969 -1.7587 -0.3798 -0.583
O 0.9722 -3.1022 -1.4528 -0.496
O 0.1015 -1.1562 -2.6191 -0.452
C 0.7112 0.1717 -2.6427 0.267
S 1.0535 0.5099 -4.3940 -0.136
C -0.3421 1.0968 -2.0304 -0.891
C -0.0847 2.6131 -2.0877 -0.265
C -0.2068 3.3466 -0.7922 0.020
F -0.5111 4.6524 -0.9421 -0.362
C -0.1383 2.9192 0.4492 0.369
F 0.2314 1.6986 0.8209 -0.145
F -0.4125 3.6814 1.5040 -0.286
H 4.6237 -1.0542 -1.1924 0.265
H 4.2930 -0.1858 0.3178 0.330
H 5.5548 0.3938 -0.8122 0.412
H 2.2059 2.2028 0.0858 0.104
H 3.9151 2.6021 -0.0227 0.503
H 2.8117 3.2440 -1.2291 0.293
H 2.4456 -0.9682 -2.4409 0.472
H 1.7985 1.5935 -4.1454 0.166
H -1.2350 0.8746 -2.6169 0.434
H -0.5734 0.7739 -1.0176 0.509
H -0.8350 3.0790 -2.7304 0.397
H 0.8735 2.8291 -2.5727 0.281
O -5.6985 6.9806 3.2967 -0.584
C -5.0782 6.0245 2.9265 0.458
C -5.6000 4.6467 2.5735 -0.261
C -4.3323 3.7947 2.5760 -0.621
C -3.2671 4.8192 2.1986 -0.154
O -3.7383 6.0667 2.7395 -0.357
H -6.0630 4.6998 1.5883 0.199
H -6.3469 4.3254 3.2924 0.326
H -4.3644 2.9447 1.8976 0.333
H -4.1408 3.4178 3.5817 0.323
H -3.1672 4.9331 1.1163 0.145
H -2.2920 4.6119 2.6251 0.221
O 5.4645 -5.8883 -4.1981 -0.606
C 4.6907 -6.0335 -3.2989 0.501
C 3.8944 -7.2693 -2.9235 -0.314
C 2.8264 -6.7188 -1.9810 -0.588
C 3.5372 -5.5109 -1.3838 0.044
O 4.4202 -5.0382 -2.4150 -0.373
H 4.5713 -7.9625 -2.4197 0.189
H 3.4989 -7.7442 -3.8170 0.326
H 2.4877 -7.4253 -1.2267 0.380
H 1.9585 -6.3865 -2.5520 0.226
H 4.1442 -5.7856 -0.5171 0.051
H 2.8582 -4.7088 -1.1062 0.226
O 6.4876 -9.3012 1.8219 -0.581
C 6.7985 -8.1748 1.5782 0.474
C 7.6030 -7.2095 2.4317 -0.406
C 7.3068 -5.8560 1.7902 -0.551
C 7.0392 -6.2546 0.3429 -0.169
O 6.4591 -7.5663 0.4115 -0.325
H 8.6557 -7.4866 2.3517 0.248
H 7.2950 -7.2862 3.4707 0.300
H 8.1063 -5.1248 1.8862 0.346
H 6.4032 -5.4314 2.2303 0.266
H 7.9568 -6.3092 -0.2464 0.243
H 6.3366 -5.5964 -0.1630 0.132
O -9.7767 3.2556 1.2599 -0.590
C -9.7196 4.4328 1.4604 0.411
C -10.8392 5.4554 1.4122 -0.401
C -10.0875 6.7828 1.3491 -0.540
C -8.7919 6.4461 2.0792 -0.334
O -8.5611 5.0497 1.7995 -0.259
H -11.4260 5.3534 2.3270 0.252
H -11.4822 5.2652 0.5573 0.293
H -10.6170 7.6207 1.7970 0.347
H -9.8712 7.0345 0.3099 0.268
H -8.8754 6.5669 3.1604 0.239
H -7.9284 7.0094 1.7376 0.280

# 3
72
Properties=species:S:1:pos:R:3:mulliken_spin:R:1 method="wB97M-V/def2-TZVPD" charge=0 spin_multiplicity=7 e_homo_ev="-4.2 / -6.9" total_energy_ev=-203724.62966 gap_ha="0.141 / 0.108"
Eu 0.1869 -0.9509 -0.6074 4.131
O -1.2176 -0.2545 4.4324 -0.002
C -1.5435 -1.5692 4.2867 -0.001
C -1.8009 -2.2801 5.4525 0.000
C -2.1856 -3.6050 5.3895 0.000
C -2.3044 -4.2373 4.1615 0.000
C -2.0002 -3.5486 3.0010 0.000
C -1.6225 -2.2151 3.0479 0.042
C -1.1256 -1.4853 1.8158 -0.057
O -0.8077 -2.1966 0.7446 -0.007
N -2.1367 -0.4293 1.4193 0.064
N -1.8228 0.2878 0.3629 0.246
C -2.5099 1.3090 -0.0214 0.103
C -2.1437 2.0659 -1.1903 0.062
Br -1.3198 0.9846 -2.6022 0.092
C -2.3427 3.3790 -1.3820 0.225
C -2.7929 4.2528 -0.3076 -0.074
C -2.3783 4.0312 1.0093 0.072
C -2.8927 4.7851 2.0456 -0.032
C -3.8221 5.7800 1.7873 0.064
C -4.1701 6.0675 0.4756 -0.035
C -3.6589 5.3164 -0.5674 0.068
H -1.0201 0.1642 3.5847 -0.001
H -1.6782 -1.7693 6.3942 0.000
H -2.3776 -4.1463 6.3037 0.000
H -2.6052 -5.2721 4.1117 0.000
H -2.0287 -4.0292 2.0345 0.001
H -0.2403 -0.8781 2.1741 0.011
H -2.9720 -0.2230 1.9653 -0.005
H -3.4027 1.6365 0.5129 0.030
H -2.1650 3.8102 -2.3550 0.034
H -1.6161 3.2940 1.2154 -0.004
H -2.5678 4.5890 3.0565 -0.003
H -4.2512 6.3462 2.6011 0.008
H -4.8558 6.8739 0.2620 -0.002
H -3.9392 5.5375 -1.5876 0.003
C 4.4809 -0.8974 -2.5666 0.030
Si 2.8433 0.0777 -2.7539 -0.017
C 2.7125 1.3473 -1.3157 -0.003
C 2.8953 1.1395 -4.3507 0.025
N 1.4465 -0.9173 -2.5421 0.474
C 1.0090 -1.7843 -3.4842 0.101
C 1.6652 -2.0663 -4.7030 0.103
C 1.1146 -2.8760 -5.6668 -0.053
C -0.1166 -3.4890 -5.4787 0.192
C -0.7765 -3.3030 -4.2775 -0.070
C -0.2072 -2.4803 -3.3380 0.136
F -0.9237 -2.2825 -2.1126 0.030
H 5.3334 -0.2359 -2.4570 0.001
H 4.6620 -1.5276 -3.4312 0.001
H 4.4487 -1.5448 -1.6946 -0.003
H 3.1404 2.2999 -1.6081 -0.001
H 3.2654 1.0101 -0.4437 0.002
H 1.6726 1.5366 -1.0144 0.000
H 3.7723 1.7787 -4.3494 0.000
H 2.0194 1.7776 -4.4241 -0.002
H 2.9323 0.5466 -5.2574 -0.002
H 2.6262 -1.6106 -4.8613 0.009
H 1.6503 -3.0387 -6.5905 0.001
H -0.5581 -4.1056 -6.2419 0.007
H -1.7204 -3.7780 -4.0607 0.001
Cl 0.9211 1.8414 2.0353 -0.002
C 2.0215 0.5041 2.1014 -0.032
C 1.8114 -0.4595 1.1156 -0.007
C 2.6283 -1.5891 1.2340 0.029
Cl 2.2911 -2.8496 0.0830 0.009
C 3.5922 -1.7509 2.2211 0.003
Cl 4.5420 -3.1798 2.3192 0.000
C 3.7788 -0.7229 3.1492 0.002
Cl 4.9821 -0.8807 4.3650 0.000
C 2.9773 0.4198 3.1053 0.001
Cl 3.1965 1.6723 4.2672 0.000

# 4
70
Properties=species:S:1:pos:R:3:mulliken_charge:R:1 method="wB97M-V/def2-TZVPD" charge=+1 relative_energy_ev=1.173 spin_multiplicity=1 e_homo_ev=-10.7 total_energy_ev=-59443.95166 gap_ha=0.289
Ba 0.6127 2.0987 0.1373 1.849
P 2.0607 -0.9565 0.3275 0.563
C 2.3614 -1.3947 -1.4370 -1.015
C 1.0573 -1.6121 -2.2130 0.393
N -0.0561 -0.9680 -1.8078 0.054
C -1.2452 -1.2769 -2.3695 0.394
C -1.3442 -2.1579 -3.4659 -0.811
C -0.1769 -2.7310 -3.9878 -0.518
C 1.0380 -2.4685 -3.3356 -0.805
C -2.5378 -0.7039 -1.7742 -1.086
P -2.1669 0.7518 -0.6939 0.599
H 1.9811 -2.9337 -3.6324 0.432
H -2.3403 -2.3443 -3.8795 0.441
H -0.2159 -3.3771 -4.8727 0.407
H -3.2236 -0.4246 -2.6025 0.493
H -3.0496 -1.4961 -1.1852 0.463
H 2.9360 -0.5789 -1.9328 0.430
H 2.9585 -2.3235 -1.4927 0.404
H 1.5361 4.2382 -2.3344 0.311
O 1.7905 3.2978 -2.5262 -0.532
H 2.4134 3.3946 -3.2875 0.260
H -1.1961 4.7978 0.1763 0.333
O -0.9485 5.0071 -0.7526 -0.589
H -1.2845 5.9271 -0.8716 0.270
C -2.5124 1.9770 -2.0211 -1.385
H -3.5254 1.7419 -2.3774 0.403
H -2.4835 3.0029 -1.6292 0.435
H -1.8111 1.8314 -2.8554 0.376
C -3.8240 0.8171 0.1031 -1.427
H -3.8521 1.7422 0.6979 0.390
H -4.6097 0.8559 -0.6722 0.423
H -3.9733 -0.0731 0.7350 0.383
C 2.2473 -2.6722 0.9804 -1.311
H 3.2363 -3.0460 0.6794 0.487
H 2.1908 -2.6329 2.0749 0.244
H 1.4748 -3.3275 0.5591 0.354
C 3.8064 -0.4725 0.6457 -1.292
H 3.8981 -0.2740 1.7245 0.398
H 4.4576 -1.3205 0.3699 0.397
H 4.0718 0.4078 0.0375 0.370
O 0.1385 3.1508 2.4517 -0.993
C 0.0417 2.0708 3.1217 0.404
N -0.1375 1.9454 4.4824 0.185
C -0.0781 0.5724 4.9407 2.842
C -0.0373 -0.1174 3.5223 -0.865
O -0.0923 -1.3337 3.3216 -0.702
N 0.0847 0.8375 2.5330 -0.208
C 1.2088 0.3316 5.7396 -0.854
C 2.1661 -0.5879 5.3006 -0.279
C 3.3687 -0.7907 6.0056 -0.834
C 3.6027 -0.0848 7.1945 -0.373
C 2.6352 0.8209 7.6590 -0.923
C 1.4487 1.0137 6.9379 0.151
C -1.3221 0.1831 5.7090 -0.352
C -1.3297 -0.5117 6.9196 -0.087
C -2.5363 -0.8671 7.5430 -0.931
C -3.7617 -0.5492 6.9392 -0.404
C -3.7647 0.1585 5.7186 -0.781
C -2.5440 0.5263 5.1284 -0.270
H -0.0264 2.7827 5.0533 0.270
H 1.9690 -1.1955 4.4139 0.596
H 4.1142 -1.5087 5.6244 0.403
H 4.5281 -0.2560 7.7632 0.381
H 2.7990 1.3643 8.5939 0.378
H 0.6916 1.6827 7.3374 0.412
H -0.3911 -0.7776 7.3890 0.432
H -2.5291 -1.3989 8.5024 0.390
H -4.7180 -0.8302 7.4139 0.365
H -4.7158 0.4210 5.2255 0.365
H -2.5647 1.0970 4.1965 0.298

What is the charge in the second record? 0

What is the charge in the second record? 0